Model i:
13
Properties=species:S:1:pos:R:3 method="wB97M-V/def2-TZVPD" lumo_ev=0.417 e_homo_ev=-9.06
H -3.05 -2.77 -1.65
N -3.20 -3.14 -0.71
C -2.22 -3.00 0.09
C -0.84 -2.99 -0.29
C 0.28 -2.98 -0.73
H -2.41 -3.31 1.12
H 1.28 -2.89 -1.06
C 1.02 3.96 0.04
C 1.77 3.21 0.81
N 2.41 2.63 1.67
H 0.67 4.98 0.06
H 0.88 3.71 -1.00
H 3.42 2.59 1.66

Model ii:
13
Properties=species:S:1:pos:R:3 method="wB97M-V/def2-TZVPD" smiles=Cc1ccncn1 lumo_ev=0.555 e_homo_ev=-9.85
C -2.07 -0.13 0.06
C -0.50 -0.12 -0.27
C 0.32 1.11 -0.22
C 1.71 0.87 0.03
N 2.28 -0.29 0.04
C 1.42 -1.30 -0.15
N 0.07 -1.32 -0.04
H -2.34 0.55 1.00
H -2.41 -1.13 0.34
H -2.55 0.30 -0.86
H -0.05 2.17 -0.23
H 2.37 1.74 0.34
H 1.74 -2.44 -0.05

Model iii:
13
Properties=species:S:1:pos:R:3 method="wB97M-V/def2-TZVPD" smiles=N#C[C@H]1[C@H]2CCN21 lumo_ev=0.910 e_homo_ev=-9.70
N 2.25 -0.32 1.40
C 1.75 0.39 0.64
C 1.07 0.50 -0.63
C 0.01 -0.50 -0.91
C -0.84 -0.84 0.31
C -1.01 0.69 0.46
N -0.29 0.97 -0.82
H 1.77 0.70 -1.44
H 0.01 -1.05 -1.85
H -1.77 -1.34 0.02
H -0.36 -1.39 1.12
H -2.04 1.04 0.36
H -0.56 1.15 1.34

Model iv:
13
Properties=species:S:1:pos:R:3 method="wB97M-V/def2-TZVPD" smiles="[H]/N=C1/C=CC(=C)N1" lumo_ev=0.438 e_homo_ev=-8.44
H -0.69 2.19 2.04
N -0.42 1.19 2.12
C -0.06 0.58 1.08
C 0.45 -0.75 1.11
C 0.47 -1.25 -0.09
C -0.01 -0.27 -1.13
C -0.27 -0.58 -2.42
N -0.06 0.93 -0.41
H 0.76 -1.33 1.98
H 0.87 -2.28 -0.43
H -0.66 0.15 -3.17
H 0.04 -1.61 -2.77
H -0.47 1.62 -0.90

The least stable of them is model i.

Model i:
28
Properties=species:S:1:pos:R:3 method="wB97M-V/def2-TZVPD" smiles=CCCCCCc1c[nH]c[nH+]1 lumo_ev=-3.074 total_charge=+1 e_homo_ev=-13.74
C -1.31 3.00 0.96
C -2.16 2.14 0.00
C -1.33 1.41 -1.06
C -1.05 -0.08 -0.76
C -0.82 -0.38 0.71
C -0.02 -1.67 1.01
C 1.25 -1.77 0.26
C 1.47 -2.45 -0.90
N 2.80 -2.23 -1.25
C 3.36 -1.44 -0.36
N 2.45 -1.15 0.57
H -0.26 2.94 0.72
H -1.43 2.69 1.99
H -1.58 4.05 0.88
H -2.82 2.82 -0.52
H -2.78 1.45 0.57
H -1.80 1.46 -2.03
H -0.36 1.88 -1.18
H -0.19 -0.36 -1.37
H -1.87 -0.70 -1.11
H -1.79 -0.52 1.17
H -0.35 0.44 1.25
H 0.24 -1.63 2.07
H -0.60 -2.57 0.88
H 0.77 -3.06 -1.44
H 3.23 -2.61 -2.08
H 4.38 -1.11 -0.39
H 2.59 -0.55 1.37

Model ii:
28
Properties=species:S:1:pos:R:3 method="wB97M-V/def2-TZVPD" lumo_ev="-4.828 / -5.414" total_charge=+1 e_homo_ev="-9.40 / -8.78"
C -1.75 1.53 -0.56
C -2.28 0.40 -1.09
C 0.77 -0.73 -0.57
C 2.60 0.60 -1.30
C -0.41 -0.26 0.30
C -0.64 1.26 0.27
C 0.14 2.20 1.12
C 2.73 -0.95 0.63
C -2.58 -1.50 0.51
N 2.05 -0.21 -0.40
N -1.65 -0.86 -0.42
H -2.06 2.53 -0.81
H -3.29 0.27 -1.48
H 0.72 -1.89 -0.62
H 0.40 -0.55 -1.55
H 1.88 1.01 -1.99
H 3.70 0.68 -1.25
H -0.34 -0.68 1.31
H 1.15 2.06 0.76
H 0.07 1.78 2.23
H -0.37 3.13 1.16
H 2.09 -1.22 1.40
H 3.21 -1.93 0.22
H 3.70 -0.49 1.04
H -2.33 -2.46 0.82
H -2.71 -0.70 1.35
H -3.58 -1.55 -0.02
H -1.22 -1.49 -1.07

Model iii:
28
Properties=species:S:1:pos:R:3 method="wB97M-V/def2-TZVPD" lumo_ev=-3.094 total_charge=+1 e_homo_ev=-10.95
C -1.33 1.08 3.04
C -1.84 1.99 2.23
C -0.28 0.14 2.94
C -1.40 2.12 0.87
C 0.95 0.35 2.44
C -0.26 1.76 0.31
C 1.68 1.71 -1.13
C 0.89 -2.59 -1.58
C -1.27 -1.42 -1.09
N 0.48 1.27 -0.51
N 0.15 -1.34 -1.46
H -1.73 0.91 4.00
H -2.56 2.77 2.48
H -0.34 -0.80 3.39
H -2.08 2.80 0.32
H 1.37 1.29 2.12
H 1.67 -0.45 2.49
H 1.27 1.84 -2.13
H 2.00 2.59 -0.65
H 2.47 1.05 -1.09
H 1.04 -2.85 -2.57
H 1.84 -2.48 -1.12
H 0.28 -3.38 -1.12
H -1.36 -1.84 -0.15
H -1.72 -0.42 -1.09
H -1.74 -2.08 -1.83
H 0.72 -0.65 -0.86
H 0.26 -0.89 -2.33

Model iv:
28
Properties=species:S:1:pos:R:3 method="wB97M-V/def2-TZVPD" lumo_ev=-4.182 total_charge=+1 e_homo_ev=-12.63
C -2.48 -0.35 -1.71
C -1.69 -1.32 -2.30
C -0.39 0.04 -1.00
C 0.43 -1.80 1.36
C 1.37 2.00 0.55
C 2.63 -0.13 -0.02
C -2.20 1.42 0.04
C 0.60 -0.25 1.53
C 1.47 0.50 0.59
N -1.72 0.47 -0.92
N -0.42 -1.05 -1.82
H -3.58 -0.37 -1.58
H -1.98 -1.79 -3.20
H 0.06 -2.19 0.43
H -0.15 -2.20 2.15
H 1.39 -2.14 1.48
H 2.34 2.28 0.93
H 0.63 2.31 1.30
H 1.05 2.12 -0.48
H 3.24 -0.36 0.88
H 2.99 0.52 -0.79
H 2.39 -1.10 -0.47
H -2.70 0.81 0.85
H -1.40 1.94 0.44
H -2.86 2.10 -0.37
H -0.43 0.27 1.56
H 0.98 -0.18 2.58
H 0.44 -1.55 -2.01

The least stable of them is model ii.

Model i:
10
Properties=species:S:1:pos:R:3 method="wB97M-V/def2-TZVPD" smiles="C=[PH]=C.N#P" lumo_ev="-0.515 / -0.515" e_homo_ev="-8.13 / -8.13"
C -0.23 -1.21 1.27
P 0.45 0.17 0.59
C 0.85 0.32 -1.02
H -0.43 -1.48 2.23
H 0.28 -1.97 0.63
H 0.24 1.47 1.05
H 0.95 -0.67 -1.48
H 1.58 1.05 -1.28
N -2.10 1.47 -0.38
P -1.60 0.85 -1.62

Model ii:
10
Properties=species:S:1:pos:R:3 method="wB97M-V/def2-TZVPD" lumo_ev="-0.781 / -0.781" e_homo_ev="-7.22 / -7.22"
C 0.04 2.35 0.32
C -0.67 -1.40 -0.68
N -1.79 -0.55 -0.89
P 1.35 1.81 -0.37
P -2.34 0.82 -0.57
H -0.46 3.30 0.68
H -0.57 -1.93 0.31
H 0.32 -1.10 -0.92
H -0.84 -2.18 -1.53
H 2.20 2.85 -0.28

The least stable of them is model ii.